DFT (the ωB97M-V functional and the def2-TZVPD basis) results for a structure of composition C41H42CdN5O3SSi.

XYZ file:
```
94
Properties=species:S:1:pos:R:3:lowdin_charge:R:1
Cd 0.21569 -1.56584 -0.63422 1.3520
S 2.72559 -1.57624 -0.25942 0.7739
Si -0.87241 2.46686 -0.58892 0.6951
O -0.10141 1.04526 -0.24532 -0.2149
O 0.56929 -0.58804 -2.40772 -0.2714
O -1.88871 -2.03504 -0.43272 -0.1784
N -0.06461 -1.32404 1.62328 -0.0289
N 1.13559 1.11866 0.45978 -0.2005
N 0.49009 -3.87204 -0.60132 0.0379
N 3.88909 -2.97244 1.75588 -0.2081
N 1.91739 -3.87524 1.23488 -0.0480
C -3.08221 3.30776 -2.13062 -0.0931
C 3.42729 1.66506 -2.05342 -0.0682
C 2.26219 -4.23564 2.54038 -0.0930
C -0.40541 -4.50234 -1.34952 -0.1655
C 2.32729 5.08076 -0.05642 -0.0874
C 0.46629 -5.77094 0.88368 -0.0146
C -0.45881 -6.39554 0.09398 -0.0771
C -2.91801 0.86136 -1.70682 -0.0813
C 1.31409 5.73686 -2.11602 -0.0918
C 2.32059 5.88826 -1.17972 -0.0997
C -2.48601 -3.82344 2.68148 -0.0750
C 1.85859 0.52056 -3.98562 -0.0448
C 1.35249 4.11436 0.10718 -0.0914
C 5.03179 -2.11874 1.69448 -0.0862
C 2.94169 -3.03294 0.71698 -0.5572
C -0.91001 -5.75354 -1.06592 -0.0807
C -3.47401 3.76256 3.12118 -0.1043
C -2.87311 4.72016 2.32298 -0.0968
C -3.51781 -3.59524 0.13818 -0.0331
C 2.89939 1.33906 -4.35232 -0.1252
C 0.35319 4.75496 -1.95142 -0.0925
C -2.11381 2.12656 -2.01352 -0.5826
C 2.25509 0.56026 -0.20642 -0.3911
C 0.36369 3.90016 -0.85222 -0.1941
C -2.09561 4.33356 1.24698 -0.0960
C 1.56249 0.21756 -2.63632 -0.4364
C -3.30591 2.42006 2.82628 -0.0883
C -1.90291 2.98966 0.93868 -0.2124
C -2.36341 -2.81194 0.45018 -0.4052
C 3.44809 -3.66984 2.83898 -0.0907
C -4.11841 -4.41484 1.04708 -0.1115
C -0.74631 -2.19014 2.27538 -0.1290
C -2.53191 2.04056 1.74348 -0.1007
C -1.85201 -2.94594 1.78708 -0.1627
C 0.97179 -0.60044 2.30008 -0.2272
C 3.69399 1.93096 -3.38162 -0.1335
C -3.59941 -4.54474 2.34018 -0.1300
C 0.94339 -4.49054 0.51558 -0.2894
C -1.38351 1.91596 -3.33892 -0.0779
C 2.38099 0.84096 -1.64692 -0.2414
C 0.96489 0.87636 1.86778 -0.1623
H 5.72829 -2.38274 2.49098 0.0826
H -3.66221 3.41816 -1.21672 0.0715
H -3.58881 0.63506 -2.53672 0.0871
H -1.62021 5.08046 0.62628 0.0991
H 0.02279 1.34386 2.16708 0.1069
H -3.77601 3.15226 -2.95602 0.0805
H 1.94799 -1.01484 2.01998 0.0671
H -5.00751 -4.96924 0.77238 0.0944
H 3.09339 6.62986 -1.32282 0.0946
H -3.00981 5.77126 2.53868 0.0959
H 4.51379 2.58116 -3.65872 0.0814
H -3.78091 1.66856 3.44098 0.0992
H 4.02569 -3.74264 3.74198 0.1093
H 0.87149 -6.26774 1.75048 0.0929
H 0.86929 -0.66594 3.39818 0.1164
H 4.73789 -1.06724 1.79338 0.0726
H -2.07271 -3.91674 3.67808 0.1006
H 1.59299 -4.78684 3.16688 0.0946
H -4.06671 -5.20884 3.05258 0.0835
H 3.10889 1.50856 -5.40132 0.0876
H -2.55521 4.24306 -2.30322 0.0633
H 3.13009 0.90506 0.35008 0.0941
H -4.07341 4.06216 3.96898 0.0936
H -3.90601 -3.50674 -0.86712 0.1079
H -2.25111 0.01376 -1.56032 0.0486
H 1.28539 6.37796 -2.98702 0.0972
H 3.10129 5.19646 0.68998 0.0979
H 5.51339 -2.22884 0.72268 0.0825
H -2.41091 0.99206 1.50928 0.1018
H -1.62541 -6.22554 -1.71852 0.0935
H 1.78629 1.38776 2.38468 0.1219
H -0.49811 -2.36344 3.33988 0.1238
H -0.82021 -7.38184 0.34908 0.1009
H -0.72811 -3.95614 -2.22862 0.1134
H 4.05179 2.11906 -1.29292 0.1016
H -0.42101 4.66266 -2.69722 0.0791
H -0.78111 1.01556 -3.27822 0.0532
H -2.09821 1.80056 -4.15472 0.0841
H 1.35759 3.50666 0.99718 0.0922
H 1.24259 0.04896 -4.74062 0.1050
H -3.52001 0.98966 -0.80892 0.0747
H -0.72351 2.74556 -3.57882 0.0648
```

## Properties
LUMO: 2.62 eV
ΔE to the lowest compared entry with this formula, charge and spin: 26.1 kcal/mol
Frontier orbital gap: 4.7 eV
Maximum force: 1.53 eV Å⁻¹
HOMO energy: -2.1 eV
M: 825.38 Da
Total charge: -1